C6H3NO in the gas phase at a distorted geometry. Source: the OMol25 dataset; level of theory: the ωB97M-V functional and the def2-TZVPD basis.

charge	0
structure (SMILES)	C#CC(O)(C#C)C#N
calculated total energy	-360.18817	Ha
maximum force	0.172	Eh/bohr
molar mass	105.1	u
relative energy (zero: lowest compared OMol25 entry of this formula, charge and spin)	481.21	kJ/mol
Kohn-Sham gap	10.9	eV
LUMO energy	0.34	eV

XYZ file:
```
11
Properties=species:S:1:pos:R:3:forces:R:3:nbo_charge:R:1
C -0.16397 -0.32699 -0.00683 0.57 1.33 0.82 0.05
C 1.16836 0.36168 0.36068 7.25 -0.19 5.04 -0.08
C 2.28575 0.49093 1.07438 -4.93 -1.27 -2.78 -0.19
C -1.04386 0.66300 -0.71397 0.86 -1.37 0.71 -0.07
C -1.73981 1.41530 -1.31643 -1.78 1.89 -2.40 -0.15
C 0.04574 -1.56180 -0.77469 0.37 -1.92 -2.07 0.28
H -0.89064 -0.13785 1.84525 0.38 -1.50 -1.55 0.49
H 3.29700 0.46886 1.78526 -3.36 0.40 -2.58 0.30
H -2.35354 2.06263 -2.04331 1.36 -1.40 1.92 0.27
N 0.13232 -2.55584 -1.37615 -0.08 2.04 1.24 -0.25
O -0.73736 -0.87992 1.16580 -0.64 2.00 1.64 -0.65
```
Positions in Å, forces in eV/Å.



6 unconnected molecules or ions with the total composition H12O5S2 at a distorted geometry. Source: the OMol25 dataset; level of theory: the ωB97M-V functional and the def2-TZVPD basis.

charge	+1
calculated total energy	-1179.41890	Ha
maximum force	0.029	Eh/bohr
molar mass	156.2	u
relative energy (zero: lowest compared OMol25 entry of this formula, charge and spin)	65.20	kJ/mol
spin multiplicity	2
Kohn-Sham gap (alpha / beta)	9.3 / 5.1	eV
LUMO energy (alpha / beta)	-5.28 / -9.39	eV

XYZ file:
```
19
Properties=species:S:1:pos:R:3:forces:R:3:nbo_charge:R:1
S -0.25216 0.81689 -3.31395 0.81 0.20 0.51 0.23
S -0.14249 2.16269 -1.78161 0.06 -1.19 0.07 0.30
H -0.61396 -0.25904 -2.56577 -0.58 0.30 -0.07 0.19
H 1.21018 2.20265 -1.76268 0.03 0.56 -0.31 0.21
H 2.46621 -1.68838 -1.05907 -0.22 0.02 -0.04 0.50
H 0.95116 -1.31301 -0.82284 0.72 -0.34 -0.12 0.50
O 1.80028 -1.00820 -1.22281 -0.59 0.17 0.03 -1.00
H -0.86800 -0.19503 2.53737 -1.26 0.13 -0.57 0.48
H 0.24142 -1.13737 2.86671 -0.03 0.03 0.31 0.48
O -0.02179 -0.21100 2.94731 1.43 -0.40 0.21 -0.94
H -0.82084 -0.74896 0.18228 -0.04 -0.82 0.48 0.49
H -1.48769 -1.92369 -0.52361 -0.24 -0.38 0.06 0.48
O -0.71849 -1.71311 0.01162 0.36 1.22 -0.41 -0.95
H 1.24639 0.37307 1.42353 -0.29 0.51 -0.12 0.51
H 1.78706 0.53384 -0.02195 0.38 -0.54 -0.08 0.49
O 1.33621 1.00685 0.68149 -0.35 0.28 0.00 -0.97
H -1.87666 1.00687 0.08262 0.09 0.04 -1.02 0.45
H -2.13356 1.46311 1.41818 -0.16 -0.27 0.62 0.49
O -2.10327 0.63182 0.92318 -0.12 0.48 0.44 -0.93
```
Positions in Å, forces in eV/Å.



14 unconnected molecules or ions with the total composition C43H91Br8N5O20 at a distorted geometry. Source: the OMol25 dataset; level of theory: the ωB97M-V functional and the def2-TZVPD basis.

charge	0
calculated total energy	-24063.53892	Ha
maximum force	0.091	Eh/bohr
molar mass	1637.4	u
Kohn-Sham gap	9.4	eV
LUMO energy	0.04	eV

XYZ file:
```
167
Properties=species:S:1:pos:R:3:forces:R:3:mulliken_charge:R:1
C -0.49369 -0.49809 2.54883 0.01 0.08 -1.17 -1.10
C -0.56775 0.93533 1.97613 -0.67 0.35 1.34 -0.22
O -0.13608 1.02059 0.62567 0.67 -0.61 -0.71 -0.26
C -0.57062 1.97528 -0.19897 -3.14 1.68 0.23 0.74
O -1.31523 2.92276 0.13027 2.24 -2.24 -0.97 -0.60
O -0.22939 1.62469 -1.45298 0.60 -0.14 0.70 -0.30
C -0.76816 2.24274 -2.64038 0.18 -0.11 0.54 -0.61
H 0.39374 -1.00190 2.16578 0.13 0.02 0.21 0.30
H -1.34696 -1.08677 2.21198 -0.04 0.03 -0.15 0.29
H -0.51559 -0.55095 3.63733 0.19 0.44 -0.06 0.35
H 0.02607 1.61585 2.58636 0.18 0.02 -0.09 0.28
H -1.59776 1.28181 2.06056 -0.01 0.16 -0.21 0.31
H -0.31257 1.69227 -3.46348 -0.08 -0.05 0.16 0.22
H -0.45627 3.28313 -2.73224 -0.33 0.02 0.24 0.29
H -1.84722 2.08893 -2.64840 0.05 0.37 -0.05 0.29
C -3.77350 -6.22982 -11.47305 0.77 0.94 -0.10 -1.05
C -4.08086 -4.88204 -12.13051 -0.50 0.27 -0.27 -0.18
O -2.92761 -3.97881 -12.18512 -0.38 1.57 1.36 -0.33
C -2.83718 -2.85134 -11.36929 1.28 -0.17 1.72 0.71
O -1.80117 -2.24622 -11.12969 -1.67 -1.27 -1.38 -0.55
O -3.97584 -2.56758 -10.68764 -0.08 -1.01 -1.61 -0.31
C -4.05596 -1.58981 -9.67552 -0.60 0.34 0.97 -0.66
H -4.58987 -6.91295 -11.70753 0.07 -0.04 0.36 0.34
H -3.59941 -6.06284 -10.41008 -0.59 -0.20 0.19 0.28
H -2.82058 -6.65773 -11.78438 -0.13 0.00 -0.57 0.29
H -4.95762 -4.43467 -11.66228 0.43 0.30 0.51 0.27
H -4.45178 -4.96946 -13.15172 0.64 -0.30 -0.27 0.35
H -3.56810 -1.89132 -8.74860 0.40 -0.18 -0.23 0.30
H -5.12020 -1.56842 -9.44090 -0.01 0.05 -0.05 0.26
H -3.77294 -0.56163 -9.90101 0.40 -0.30 -0.62 0.28
C 2.28670 -8.08308 -0.43687 -1.08 0.47 0.46 -1.06
C 2.42066 -9.52945 -0.69504 1.15 -1.81 -0.85 -0.29
O 2.23988 -9.78641 -2.11954 -0.86 -0.65 -0.96 -0.23
C 1.80689 -10.99927 -2.54238 0.16 -0.90 -0.88 0.67
O 1.71655 -12.01096 -1.87497 -0.05 1.37 -0.83 -0.55
O 1.54267 -10.92032 -3.92714 0.84 0.90 2.74 -0.29
C 1.25286 -12.04527 -4.74066 -0.14 0.22 -0.75 -0.65
H 2.19072 -7.99469 0.64529 0.21 0.33 0.09 0.35
H 1.33690 -7.74384 -0.85029 0.07 0.27 -0.08 0.30
H 3.10829 -7.46477 -0.79850 -0.07 -0.22 -0.05 0.29
H 1.78966 -10.22039 -0.13597 -0.36 0.41 0.02 0.37
H 3.44284 -9.83545 -0.47234 0.10 -0.17 0.05 0.26
H 0.17695 -12.20238 -4.81700 0.00 -0.30 0.49 0.28
H 1.81222 -12.96292 -4.55858 -0.10 0.17 0.59 0.31
H 1.53627 -11.69462 -5.73304 0.14 -0.08 -0.04 0.25
C 3.34008 -3.96576 -5.90554 -0.61 -1.08 0.64 -1.06
C 4.52828 -3.50560 -5.11673 -0.24 1.33 -0.63 -0.20
O 5.62295 -4.44166 -5.08626 -0.52 -0.39 0.47 -0.30
C 6.61753 -4.31818 -5.93141 1.81 3.38 -2.70 0.76
O 6.77306 -3.35893 -6.74602 -0.57 -3.37 2.40 -0.61
O 7.52402 -5.30021 -5.73056 -1.59 -0.36 1.43 -0.30
C 8.63676 -5.40246 -6.56046 0.07 1.58 -2.75 -0.70
H 2.54932 -3.22617 -5.77985 0.15 0.32 -0.45 0.35
H 2.89409 -4.84155 -5.43415 0.14 -0.39 -0.20 0.27
H 3.56524 -4.18548 -6.94915 -0.07 0.23 0.06 0.30
H 4.22448 -3.24814 -4.10207 0.37 -0.57 0.18 0.31
H 4.77172 -2.54953 -5.58016 0.98 -0.14 0.10 0.30
H 9.00255 -6.40438 -6.78512 -0.20 -0.09 1.11 0.29
H 9.40228 -4.65314 -6.35891 0.24 -0.42 0.73 0.30
H 8.29752 -5.05205 -7.53527 0.03 -0.03 -0.38 0.30
C -5.86203 5.47241 4.73442 -1.14 -0.41 1.07 -1.02
C -7.05461 4.45181 4.86075 1.51 -0.04 -0.93 -0.19
O -7.47633 4.34145 6.21826 -0.49 0.36 0.42 -0.31
C -7.30971 3.27267 6.99980 0.20 -0.26 2.10 0.77
O -7.60762 3.28353 8.20055 0.52 -0.15 -2.85 -0.60
O -6.73985 2.23647 6.35925 0.20 1.07 -0.44 -0.32
C -6.53752 1.01173 7.09071 -0.51 1.52 0.22 -0.60
H -5.51125 5.60601 3.71109 -0.21 -0.03 0.08 0.34
H -5.02066 5.32148 5.41074 0.04 -0.68 -0.17 0.31
H -6.30926 6.37937 5.14127 0.13 0.42 -0.47 0.28
H -6.87539 3.45789 4.45075 0.35 0.11 0.10 0.31
H -7.83938 4.88437 4.24017 -0.44 -0.05 0.52 0.25
H -7.54476 0.85403 7.47636 0.27 -1.34 -0.02 0.30
H -5.88399 1.19396 7.94382 0.13 -0.08 -0.10 0.28
H -6.07001 0.37806 6.33707 -0.54 -0.44 0.46 0.21
C 1.57039 9.80436 -0.24637 0.66 -0.12 -0.50 0.18
O 1.77315 10.22201 -1.35438 -0.51 0.02 -1.64 -0.58
N 2.28302 10.26434 0.77630 0.80 0.08 3.95 0.09
C 2.00544 9.77806 2.17390 -0.77 0.05 -1.59 -0.93
C 3.37528 11.20951 0.63414 0.03 1.30 -1.16 -0.98
H 0.89387 8.96700 -0.01538 -0.23 0.21 0.14 0.29
H 1.07810 9.20964 2.10297 0.04 -0.23 0.03 0.31
H 1.74396 10.60069 2.83950 0.55 0.10 0.01 0.34
H 2.76896 9.10512 2.56414 0.20 0.35 0.02 0.30
H 3.24069 11.88281 -0.21240 -0.50 -0.52 -0.54 0.34
H 3.44279 11.99498 1.38685 -0.20 -0.73 0.87 0.34
H 4.36534 10.79630 0.44139 -0.08 -0.53 0.40 0.30
C 6.34323 -4.04199 10.77902 -0.84 0.91 0.56 0.13
O 5.32228 -3.88320 11.44487 0.84 -0.50 -0.76 -0.58
N 6.40467 -3.96605 9.42377 0.36 0.28 -0.42 0.12
C 7.67015 -4.06150 8.67151 0.15 -0.77 0.22 -0.94
C 5.19673 -3.84066 8.63390 -0.24 0.74 -0.87 -0.94
H 7.31764 -4.15929 11.27796 0.10 -0.14 -0.25 0.29
H 7.79355 -5.09548 8.34941 0.27 -0.12 0.01 0.34
H 8.55920 -3.74743 9.21834 -0.31 -0.25 0.65 0.32
H 7.78799 -3.47498 7.76036 -1.04 0.37 0.04 0.31
H 5.34748 -3.04743 7.90168 0.14 0.24 -0.02 0.33
H 4.96200 -4.70067 8.00670 0.16 -0.49 0.35 0.32
H 4.30003 -3.54523 9.17866 0.42 -0.30 0.49 0.31
C -4.56244 9.87125 -7.14643 -0.87 -1.52 -0.41 0.21
O -4.74669 8.66911 -7.29684 0.49 0.55 0.37 -0.60
N -5.34676 10.78201 -7.74800 -0.88 1.74 -0.43 0.08
C -6.56802 10.48713 -8.55479 0.34 0.03 1.11 -0.90
C -5.05180 12.22195 -7.66101 1.34 0.06 -0.57 -0.91
H -3.78456 10.28321 -6.48506 0.01 0.10 -0.17 0.27
H -6.42744 10.71784 -9.61078 0.02 0.26 0.12 0.30
H -7.32349 11.10082 -8.06412 -0.24 0.31 -0.60 0.33
H -6.97847 9.47976 -8.48532 0.82 -0.18 0.26 0.29
H -4.71358 12.61324 -8.62049 -0.31 -0.21 -0.52 0.35
H -5.80391 12.94073 -7.33575 -0.57 -0.73 0.32 0.31
H -4.15007 12.42178 -7.08217 -0.15 -0.43 0.53 0.28
C 8.50684 6.29921 7.49350 -0.47 -0.22 1.86 0.16
O 8.29267 6.19581 8.69899 0.35 0.31 -0.90 -0.59
N 7.96540 5.49437 6.57466 0.07 0.07 -1.25 0.05
C 8.49385 5.59954 5.16796 0.22 -2.15 1.05 -0.84
C 7.10785 4.31897 6.89296 -0.51 1.11 -1.13 -0.90
H 9.15032 7.08049 7.06024 0.01 0.03 0.06 0.24
H 9.22893 4.79772 5.09845 0.27 -0.25 -0.17 0.38
H 9.09105 6.46951 4.89482 -0.81 0.44 0.43 0.28
H 7.75043 5.27908 4.43807 -0.28 0.74 0.07 0.26
H 6.30814 4.43378 6.16129 0.11 -0.75 -0.56 0.35
H 7.64010 3.37253 6.79776 -0.01 0.09 -0.05 0.30
H 6.48174 4.32468 7.78517 1.05 0.60 0.58 0.32
C 2.31079 -10.17144 7.93400 2.88 -1.24 2.40 0.21
O 3.26474 -10.83479 8.47278 -3.19 2.00 -2.13 -0.63
N 1.50697 -9.33322 8.61682 -0.30 0.30 1.37 0.09
C 0.36849 -8.68464 7.96890 0.66 -0.28 0.17 -0.87
C 1.63039 -9.10912 10.09287 0.35 -0.17 -0.77 -0.87
H 2.06754 -10.11555 6.86166 0.35 -0.53 -0.03 0.25
H 0.28353 -7.66687 8.34972 -0.12 -0.03 -0.05 0.29
H -0.54453 -9.24439 8.17182 -0.16 0.15 -0.10 0.30
H 0.56992 -8.64002 6.89861 -0.24 -0.02 0.00 0.31
H 2.63811 -9.33943 10.43865 0.00 0.01 -0.37 0.30
H 1.41424 -8.06191 10.30441 0.04 0.01 -0.12 0.31
H 0.96069 -9.71172 10.70644 -0.26 -0.20 -0.36 0.31
Br -5.46304 -7.82863 0.64361 -0.08 -0.29 0.01 -0.14
C -5.52179 -6.59329 -0.83858 0.48 -0.04 -1.08 -0.49
C -5.58757 -7.31840 -2.20823 -0.68 0.08 0.37 -0.59
Br -5.11550 -6.16512 -3.73616 -0.11 -0.12 0.61 -0.15
H -4.61745 -5.99222 -0.74387 -0.27 0.06 -0.05 0.33
H -6.43330 -6.00973 -0.70929 0.34 0.13 0.00 0.32
H -6.63703 -7.57582 -2.35130 0.17 -0.13 -0.26 0.33
H -4.99546 -8.22424 -2.33848 0.15 0.32 0.40 0.38
Br -1.70038 3.06746 10.80579 -0.28 -0.23 -0.02 -0.16
C -1.99960 4.73865 11.78790 0.05 -0.58 0.24 -0.51
C -2.86684 4.44104 13.05468 0.25 1.00 -0.48 -0.58
Br -2.81218 6.01386 14.32729 0.08 -0.96 -0.78 -0.17
H -2.41845 5.40490 11.03373 -0.43 0.00 0.52 0.35
H -0.96054 5.04339 11.91283 -0.37 0.19 0.83 0.33
H -2.59740 3.54008 13.60583 0.52 0.37 -0.07 0.38
H -3.92538 4.32914 12.82002 0.19 0.21 -0.26 0.35
Br 4.52464 6.22833 -10.29225 -0.49 -0.75 0.01 -0.13
C 3.36458 4.70453 -9.76518 -0.79 1.36 0.25 -0.54
C 4.09182 3.62499 -9.13121 1.16 -1.58 1.30 -0.70
Br 4.60605 4.01295 -7.14658 -0.19 -0.38 -2.13 -0.17
H 2.87142 4.22992 -10.61349 0.00 0.68 -0.37 0.35
H 2.64376 5.14727 -9.07778 -0.12 -0.02 -0.35 0.38
H 4.88409 3.30688 -9.80885 0.94 0.36 0.81 0.42
H 3.52231 2.69692 -9.08169 -0.52 0.32 0.48 0.40
Br -9.34615 6.04695 -3.47768 0.15 -0.39 -0.05 -0.16
C -8.59668 4.29951 -2.94930 -0.04 0.46 0.39 -0.61
C -8.93819 3.24668 -3.97134 0.09 -0.29 0.14 -0.55
Br -8.24019 1.50542 -3.30929 -0.17 0.56 -0.29 -0.17
H -9.01251 4.12402 -1.95714 -0.07 -0.22 -0.26 0.37
H -7.52341 4.45007 -2.83302 -0.13 -0.05 -0.22 0.37
H -8.46549 3.45676 -4.93078 -0.01 -0.17 0.16 0.37
H -10.00853 3.09623 -4.11221 0.18 0.11 0.12 0.37
```
Positions in Å, forces in eV/Å.



Q: Which value of maximum force does entry 2 give?
A: 0.029 Eh/bohr



Q: Among the records above, which one has the lowest calculated total energy?
A: C43H91Br8N5O20